# 1
Here is a single C22H30N4O2 molecule from the OMol25 dataset. Energies are from ωB97M-V/def2-TZVPD.

Last column: Löwdin charge in e.
Cartesian coordinates (Å):
C: -1.5152 -3.0026 1.4244  -0.07
H: -1.6710 -1.9319 1.5201  0.06
C: -0.0768 -3.3039 1.0245  -0.25
N: 0.3464 -2.5824 -0.1698  -0.23
C: 1.7849 -2.6771 -0.3825  -0.16
H: 2.2853 -2.6656 0.5890  0.13
C: 2.3253 -1.4962 -1.2072  -0.10
N: 2.6783 -0.3606 -0.4002  0.03
C: 1.8153 0.4824 0.2727  -0.34
N: 2.4104 1.5101 0.8226  0.16
C: 3.7418 1.3649 0.5222  -0.24
C: 4.8265 2.1600 0.8608  -0.03
C: 6.0788 1.7657 0.4271  -0.11
C: 6.2595 0.6100 -0.3257  -0.12
C: 5.1891 -0.1978 -0.6741  -0.04
C: 3.9363 0.1911 -0.2455  -0.17
H: 5.3415 -1.0961 -1.2566  0.10
H: 7.2542 0.3343 -0.6446  0.09
H: 6.9410 2.3668 0.6783  0.09
H: 4.6863 3.0549 1.4459  0.10
N: 0.4938 0.2321 0.2877  0.10
H: 0.2073 -0.7298 0.1033  0.09
C: -0.4156 1.0738 1.0323  -0.11
C: -1.6307 1.3564 0.1859  -0.13
C: -1.4850 2.1175 -0.9661  -0.04
C: -2.5676 2.3615 -1.7827  -0.08
C: -3.8061 1.8281 -1.4677  -0.03
C: -3.9758 1.0459 -0.3340  -0.20
C: -2.8762 0.8187 0.5164  -0.17
O: -2.9238 0.0455 1.6497  -0.12
C: -4.0808 0.0623 2.4585  -0.06
H: -4.4743 1.0751 2.5712  0.10
H: -3.7593 -0.3105 3.4315  0.09
H: -4.8634 -0.5865 2.0603  0.09
O: -5.1660 0.4506 0.0014  -0.11
C: -6.2908 0.6895 -0.8063  -0.08
H: -7.1068 0.1403 -0.3384  0.09
H: -6.5459 1.7536 -0.8409  0.10
H: -6.1432 0.3160 -1.8248  0.10
H: -4.6395 2.0180 -2.1245  0.10
H: -2.4602 2.9627 -2.6725  0.10
H: -0.5114 2.5181 -1.2018  0.12
H: 0.1210 1.9989 1.2555  0.12
H: -0.7139 0.5963 1.9712  0.12
H: 3.2292 -1.8085 -1.7346  0.12
H: 1.5793 -1.1949 -1.9510  0.13
H: 2.0538 -3.6220 -0.8828  0.12
C: -0.4265 -2.9329 -1.3622  -0.23
C: -1.4194 -1.8381 -1.7500  -0.07
H: -1.9886 -2.1543 -2.6214  0.08
H: -2.1106 -1.6307 -0.9396  0.06
H: -0.9023 -0.9133 -1.9926  0.07
H: 0.2557 -3.0988 -2.2021  0.11
H: -0.9661 -3.8745 -1.1988  0.12
H: 0.0470 -4.3938 0.8923  0.12
H: 0.5797 -2.9903 1.8409  0.12
H: -1.7215 -3.4705 2.3843  0.08
H: -2.2222 -3.3968 0.6996  0.07

## Properties
* E_LUMO: 0.02566 Ha
* multiplicity: 1
* charge: 0
* energy relative to the best compared isomer or geometry (same formula, charge and spin): 3.0833 eV
* frontier orbital gap: 7.860 eV



# 2
Here is a single C22H30N4O5 molecule from the OMol25 dataset. Energies are from ωB97M-V/def2-TZVPD.

Last column: Löwdin charge in e.
Cartesian coordinates (Å):
C: -4.6525 -2.3278 -0.3353  -0.09
C: -4.0982 -2.2828 1.0833  -0.25
C: -2.8561 -1.3942 1.1890  -0.18
H: -3.0457 -0.4666 0.6479  0.09
C: -1.6106 -2.0739 0.5978  -0.12
N: -0.8057 -1.1952 -0.2405  0.07
C: 0.0810 -0.2978 0.3028  -0.22
C: 0.9757 0.3790 -0.4949  -0.12
C: 0.9290 0.2606 -1.9267  -0.41
O: 1.6453 0.8195 -2.7311  0.09
N: -0.0924 -0.5873 -2.3665  0.22
C: -0.9292 -1.3579 -1.6130  -0.47
O: -1.7213 -2.1292 -2.1046  0.08
H: -0.1705 -0.7073 -3.3705  0.17
N: 1.9693 1.1876 0.1093  0.00
C: 2.1356 2.5140 -0.1155  -0.43
O: 3.0728 3.1358 0.3399  0.08
C: 1.1309 3.2495 -1.0010  -0.04
H: 1.1694 4.3024 -0.7018  0.15
H: 1.4697 3.1500 -2.0365  0.14
O: -0.2205 2.8096 -1.0120  0.01
C: -0.8213 2.5917 0.1564  -0.45
O: -0.2771 2.6929 1.2335  0.12
C: -2.2401 2.1948 -0.0175  -0.13
C: -3.0932 2.2760 1.0809  -0.02
C: -4.4265 1.9360 0.9476  -0.07
C: -4.9099 1.5010 -0.2769  -0.09
C: -4.0597 1.4029 -1.3684  -0.07
C: -2.7278 1.7532 -1.2452  -0.01
H: -2.0608 1.6884 -2.0902  0.12
H: -4.4365 1.0542 -2.3178  0.11
H: -5.9524 1.2385 -0.3806  0.11
H: -5.0898 2.0097 1.7961  0.11
H: -2.6941 2.6195 2.0235  0.12
C: 3.0450 0.4767 0.7946  -0.13
C: 4.0169 -0.1382 -0.2125  -0.15
H: 4.3288 0.6499 -0.9004  0.13
C: 5.2579 -0.7483 0.4450  -0.44
C: 4.9036 -1.9572 1.3087  -0.08
H: 4.2759 -1.6723 2.1490  0.07
H: 5.8082 -2.4134 1.7045  0.07
H: 4.3765 -2.7036 0.7175  0.08
C: 6.2624 -1.1529 -0.6323  -0.08
H: 6.5439 -0.2934 -1.2354  0.08
H: 7.1621 -1.5653 -0.1814  0.07
H: 5.8310 -1.9057 -1.2887  0.08
H: 5.7193 0.0142 1.0816  0.14
H: 3.5002 -0.9031 -0.7979  0.12
H: 3.5662 1.2100 1.4129  0.13
H: 2.6008 -0.2925 1.4278  0.11
N: 0.1108 -0.1546 1.6587  0.20
H: -0.7210 -0.4151 2.1621  0.09
H: 0.5132 0.7237 1.9637  0.11
H: -0.9706 -2.4916 1.3785  0.13
H: -1.9249 -2.8860 -0.0608  0.12
H: -2.6942 -1.1419 2.2404  0.11
H: -3.8486 -3.2911 1.4204  0.11
H: -4.8663 -1.8920 1.7541  0.11
H: -5.0299 -1.3481 -0.6190  0.06
H: -5.4679 -3.0436 -0.4005  0.07
H: -3.8861 -2.6114 -1.0515  0.06

## Properties
* E_LUMO: 0.00260 Ha
* multiplicity: 1
* charge: 0
* energy relative to the best compared isomer or geometry (same formula, charge and spin): 0.0220 eV
* frontier orbital gap: 8.539 eV



# 3
Here is a molecular structure, C22H30N6Pd from the OMol25 dataset. Energies are from ωB97M-V/def2-TZVPD.

Last column: Löwdin charge in e.
Cartesian coordinates (Å):
Pd: 0.0443 0.4148 -0.4194  1.12
C: 1.2239 -2.3990 -1.7657  -0.05
N: 0.0088 -1.6972 -2.1787  -0.01
C: 0.0716 -0.9475 -3.4499  -0.02
C: -0.1001 0.5700 -3.4572  -0.22
C: -0.2315 1.1692 -4.6975  0.04
C: -0.3289 2.5516 -4.7843  0.04
C: -0.2980 3.3062 -3.6195  0.02
C: -0.1731 2.6485 -2.4148  -0.08
N: -0.0721 1.3074 -2.3367  -0.02
C: -1.2494 -2.3543 -1.8166  -0.04
C: -2.3187 -1.3907 -1.3726  -0.23
C: -3.6514 -1.6187 -1.6494  0.05
C: -4.6118 -0.7614 -1.1207  0.05
C: -4.2047 0.3067 -0.3356  0.02
C: -2.8535 0.4786 -0.1022  -0.09
N: -1.9284 -0.3587 -0.6007  -0.03
C: 2.3455 -1.4505 -1.4433  -0.24
C: 3.6570 -1.7335 -1.7660  0.05
C: 4.6580 -0.8467 -1.3794  0.05
C: 4.3088 0.3067 -0.6935  0.02
C: 2.9751 0.5278 -0.4042  -0.09
N: 2.0127 -0.3408 -0.7554  -0.02
H: 1.4981 -3.0723 -2.5903  0.18
H: 0.9950 -3.0200 -0.8992  0.15
H: -0.7076 -1.3718 -4.0884  0.16
H: 1.0413 -1.1751 -3.8976  0.16
H: -0.2542 0.5625 -5.5947  0.15
H: -0.4288 3.0301 -5.7506  0.15
H: -0.3709 4.3850 -3.6386  0.14
H: -0.1511 3.1986 -1.4813  0.12
H: -1.0476 -3.0602 -1.0108  0.15
H: -1.5775 -2.9310 -2.6900  0.18
H: -3.9431 -2.4591 -2.2669  0.15
H: -5.6624 -0.9277 -1.3246  0.15
H: -4.9164 0.9993 0.0928  0.14
H: -2.5006 1.3083 0.5034  0.12
H: 3.9005 -2.6349 -2.3145  0.15
H: 5.6933 -1.0531 -1.6215  0.15
H: 5.0520 1.0298 -0.3856  0.14
H: 2.6680 1.4269 0.1218  0.12
C: 0.6965 1.6450 6.9933  0.00
C: -0.1106 1.9662 5.7257  -0.56
C: -0.2195 3.4794 5.5208  -0.01
C: -1.4672 1.2852 5.7288  -0.03
N: 0.7275 1.4318 4.6056  0.08
N: 0.3698 0.4860 3.7290  0.14
H: 0.1336 2.0208 7.8480  0.12
H: 1.6642 2.1489 6.9930  0.10
H: 0.8385 0.5725 7.1252  0.10
H: -0.6485 3.9176 6.4210  0.11
H: -0.8668 3.7229 4.6783  0.09
H: 0.7591 3.9377 5.3716  0.10
H: -2.0645 1.7354 6.5204  0.12
H: -1.4020 0.2186 5.9579  0.10
H: -2.0218 1.4504 4.8006  0.09
H: 1.7116 1.6884 4.5953  0.18
H: -0.5540 0.1259 3.9584  0.11
H: 1.0621 -0.2557 3.6416  0.14

## Properties
* E_LUMO (spin up / spin down): -0.43904 / -0.56474 Ha
* ⟨S²⟩: 6.015
* multiplicity: 5
* charge: +4
* energy relative to the best compared isomer or geometry (same formula, charge and spin): 0.0000 eV
* frontier orbital gap (spin up / spin down): 8.537 / 5.962 eV



# 4
Here is a molecular structure, C22H31AuN7 from the OMol25 dataset. Energies are from ωB97M-V/def2-TZVPD.

Last column: Löwdin charge in e.
Cartesian coordinates (Å):
Au: -1.0374 0.0171 -0.0538  1.10
C: -0.1479 -0.0109 3.0830  -0.08
N: -1.1460 -0.6760 2.2013  -0.09
C: -1.1086 -2.1431 2.2534  -0.09
C: -0.2823 -2.7397 1.1675  -0.22
N: -0.2537 -2.2432 -0.0993  0.13
C: 0.4308 -3.1481 -0.8179  -0.14
C: 0.7088 -3.2058 -2.2284  0.06
C: 1.4354 -4.2538 -2.6930  0.01
C: 1.8994 -5.2701 -1.8100  0.10
C: 1.6114 -5.2626 -0.4114  0.09
C: 0.8816 -4.2142 0.0301  -0.13
N: 0.3892 -3.8721 1.2924  0.23
C: 0.9608 0.6666 2.3311  -0.34
N: 0.9257 0.9832 1.0638  0.09
C: 2.0933 1.7354 0.8374  -0.21
C: 2.5637 2.3744 -0.3089  -0.02
C: 3.7411 3.0827 -0.2077  -0.05
C: 4.4514 3.1620 1.0046  -0.04
C: 3.9950 2.5495 2.1481  0.02
C: 2.8033 1.8411 2.0292  -0.17
N: 2.0534 1.1365 2.9672  0.19
H: -0.6755 0.7377 3.6779  0.14
H: 0.2611 -0.7302 3.7958  0.13
H: -2.0671 -0.3974 2.5171  0.10
H: -0.7806 -2.5153 3.2269  0.14
H: -2.1228 -2.5248 2.0925  0.16
H: 0.3252 -2.4569 -2.9009  0.10
H: 1.6592 -4.3351 -3.7478  0.14
H: 2.4784 -6.0935 -2.2100  0.15
H: 1.9539 -6.0651 0.2291  0.15
H: 0.4775 -4.4206 2.1392  0.21
H: 2.0275 2.3473 -1.2483  0.08
H: 4.1274 3.5973 -1.0768  0.12
H: 5.3743 3.7242 1.0385  0.12
H: 4.5265 2.6325 3.0863  0.13
H: 2.2651 1.0488 3.9492  0.18
C: -2.0734 -0.2746 -2.9338  -0.04
N: -1.1750 0.6235 -2.1677  -0.35
C: 0.1557 0.6584 -2.8159  -0.04
C: -1.6994 2.0180 -2.1313  -0.16
C: -2.8511 2.1475 -1.1702  -0.16
N: -2.4199 1.7715 0.2006  -0.33
C: -1.6884 2.8890 0.8470  -0.04
C: -3.6053 1.4227 1.0163  -0.06
H: -2.0627 0.0094 -3.9888  0.12
H: -3.0910 -0.2134 -2.5605  0.09
H: -1.7336 -1.3032 -2.8324  0.08
H: 0.0871 1.1834 -3.7716  0.12
H: 0.5024 -0.3498 -3.0062  0.07
H: 0.8704 1.1639 -2.1728  0.06
H: -1.9939 2.3240 -3.1389  0.15
H: -0.8720 2.6596 -1.8256  0.12
H: -3.6837 1.5039 -1.4492  0.12
H: -3.2259 3.1743 -1.1681  0.15
H: -2.3452 3.7594 0.9139  0.12
H: -0.7952 3.1441 0.2838  0.09
H: -1.3900 2.5947 1.8507  0.09
H: -4.3134 2.2546 1.0240  0.12
H: -3.3009 1.2386 2.0456  0.08
H: -4.0943 0.5423 0.6037  0.10

## Properties
* E_LUMO (spin up / spin down): -0.33954 / -0.46571 Ha
* ⟨S²⟩: 2.025
* multiplicity: 3
* charge: +3
* energy relative to the best compared isomer or geometry (same formula, charge and spin): 0.6370 eV
* frontier orbital gap (spin up / spin down): 6.993 / 3.556 eV



What is the multiplicity in the fourth record? 3



energy relative to the best compared isomer or geometry (same formula, charge and spin) of number 4 (C22H31AuN7)? 0.6370 eV